# 1
DFT (ωB97M-V with the def2-TZVPD basis set) results for C39H33Br9N6O12 as an isolated structure in a non-equilibrium geometry.

## Properties
relative energy (zero: lowest compared OMol25 entry of this formula, charge and spin) = 0.00 kJ/mol
total charge = 0
2S+1 = 1
orbital gap = 8.650 eV

Positions of all 99 atoms, in Å:
C 0.71418 -6.55559 2.05569
Br -0.08165 -5.87899 3.66732
Br 1.76316 -8.17976 2.35551
Br 1.78389 -5.35049 0.97924
H -0.14696 -6.81558 1.45337
C -2.43975 1.57952 4.70134
Br -2.00462 1.60719 2.80620
Br -4.39153 1.61170 4.99964
Br -1.32122 2.77157 5.71682
H -2.09644 0.58454 4.95666
C 2.11124 4.98821 4.20870
Br 4.06677 4.91483 3.93648
Br 1.61290 4.63351 6.02876
Br 0.99400 3.94101 2.95636
H 1.81834 6.02197 4.08231
C 4.02976 0.04534 7.42456
C 3.48404 -0.29447 8.66016
C 2.09904 -0.44828 8.72981
C 1.25832 -0.29916 7.65451
C 1.80602 -0.06072 6.38549
C 3.17173 0.06050 6.31355
N -0.19498 -0.35451 7.82424
O -0.65303 -0.58141 8.91776
O -0.89770 -0.20750 6.83829
H 5.07202 0.26142 7.23928
H 4.13843 -0.67033 9.43363
H 1.71824 -0.67099 9.71890
H 1.19599 0.01843 5.49866
H 3.59613 0.27757 5.34051
C 0.84670 -2.08436 1.55272
C 0.42988 -2.16438 0.21459
C 0.14355 -0.99792 -0.49827
C 0.12940 0.22564 0.10476
C 0.52278 0.29389 1.46172
C 0.76940 -0.83650 2.18699
N -0.08203 1.50813 -0.58590
O -0.29078 1.49447 -1.79340
O -0.04014 2.58019 0.00567
H 1.08042 -2.96816 2.12444
H 0.38569 -3.16691 -0.18518
H -0.23048 -1.05515 -1.51539
H 0.52962 1.28331 1.88603
H 0.99171 -0.63200 3.22678
C -3.89886 -0.96753 -1.33261
C -3.29985 -2.20466 -1.38470
C -2.84257 -2.67585 -0.13249
C -2.98827 -1.99768 1.04638
C -3.66197 -0.77988 1.04389
C -3.97101 -0.16513 -0.15901
N -2.57644 -2.64300 2.27687
O -1.97147 -3.69747 2.21526
O -2.76995 -2.00692 3.29589
H -4.18160 -0.40392 -2.21666
H -3.02911 -2.69991 -2.30334
H -2.37660 -3.65275 -0.14770
H -3.89393 -0.17880 1.90928
H -4.56391 0.73693 -0.13301
C 2.56140 4.59224 -2.16630
C 2.47145 5.54197 -3.15266
C 2.98975 6.80830 -2.89255
C 3.52415 7.19736 -1.67775
C 3.64793 6.16748 -0.70151
C 3.15664 4.89963 -0.94520
N 3.97744 8.55395 -1.40879
O 5.04126 8.66221 -0.80206
O 3.42806 9.50159 -1.92621
H 2.13831 3.59949 -2.26153
H 2.01406 5.17344 -4.06077
H 2.81672 7.66005 -3.54504
H 4.25281 6.30102 0.18630
H 3.24501 4.21616 -0.11162
C -0.91115 3.21675 -4.30651
C -1.43358 4.17097 -5.20034
C -1.57746 3.94017 -6.55144
C -1.12831 2.67363 -7.03457
C -0.56787 1.75985 -6.16032
C -0.42835 2.01713 -4.81472
N -1.31942 2.34360 -8.41249
O -1.25155 3.18696 -9.29603
O -1.61944 1.18181 -8.65686
H -0.70513 3.48271 -3.27942
H -1.96390 5.04602 -4.84319
H -2.04462 4.56419 -7.29909
H -0.42082 0.74498 -6.50968
H -0.03434 1.29668 -4.11364
C -1.09946 -7.69449 -6.03002
C -0.21432 -6.79617 -5.45836
C -0.52870 -6.10074 -4.30372
C -1.76332 -6.35157 -3.64635
C -2.64736 -7.24148 -4.23576
C -2.34311 -7.81995 -5.44603
N -1.98585 -5.83520 -2.29900
O -2.90475 -6.32979 -1.68718
O -1.25213 -4.98817 -1.82385
H -0.80900 -8.10841 -6.98554
H 0.73510 -6.61521 -5.94522
H 0.22287 -5.63954 -3.67571
H -3.60031 -7.48817 -3.78874
H -3.03518 -8.58472 -5.77793

Atoms 1-6, force components in eV/Å:
C -0.1 -0.6 -0.2
Br 0.5 0.2 -0.1
Br -0.4 0.4 0.0
Br -0.2 -0.1 0.4
H 0.2 -0.1 -0.2
C -0.1 -0.8 -0.2

# 2
DFT (ωB97M-V with the def2-TZVPD basis set) results for C39H33BrILuN5O2 as an isolated structure in a non-equilibrium geometry.

## Properties
relative energy (zero: lowest compared OMol25 entry of this formula, charge and spin) = 58.91 kJ/mol
total charge = +1
2S+1 = 1
orbital gap = 8.117 eV

Positions of all 82 atoms, in Å:
Lu 0.27464 -0.26955 0.29385
C -1.00031 -1.24828 3.44626
C -2.24572 -1.80973 2.76663
C -2.85586 -1.01287 1.63736
C -4.14853 -0.52372 1.75881
C -4.80442 -0.02785 0.64146
C -4.15977 -0.07138 -0.58076
C -2.85091 -0.51022 -0.60598
N -2.18681 -0.93380 0.47394
N 0.26147 -1.39239 2.68819
C 1.30658 -0.63918 3.38769
C 1.13919 0.85097 3.24313
C 1.98627 1.70850 3.93392
C 1.78729 3.07201 3.83253
C 0.71098 3.53532 3.08654
C -0.07733 2.61339 2.43148
N 0.14865 1.29437 2.46575
C 0.67117 -2.80000 2.59568
C 0.08367 -3.53734 1.42261
C -0.11525 -4.90975 1.48518
C -0.57220 -5.57899 0.36339
C -0.82833 -4.84847 -0.78660
C -0.60933 -3.48456 -0.75568
N -0.15776 -2.83323 0.31814
H -0.88625 -1.75187 4.41562
H -1.16325 -0.19196 3.63965
H -3.00683 -1.91614 3.53955
H -2.04439 -2.81238 2.38568
H -4.64869 -0.56282 2.71737
H -5.81221 0.35701 0.72247
H -4.64067 0.25650 -1.48900
H -2.30869 -0.53713 -1.54527
H 2.27819 -0.91792 2.97635
H 1.32122 -0.87366 4.46143
H 2.78314 1.30155 4.54319
H 2.44287 3.76166 4.34719
H 0.49433 4.59102 3.00437
H -0.94011 2.93137 1.86027
H 0.44016 -3.33775 3.52245
H 1.75507 -2.82859 2.45656
H 0.09151 -5.44689 2.40169
H -0.72543 -6.64963 0.38637
H -1.18784 -5.31688 -1.69190
H -0.79996 -2.88393 -1.63521
Br -1.99297 -2.20227 -4.01149
C -1.05556 -1.00481 -5.13249
C -1.51384 -0.85147 -6.43273
C -0.87482 0.02932 -7.28963
C 0.21647 0.75970 -6.84572
C 0.67324 0.60874 -5.54715
C 0.04261 -0.28019 -4.69282
I 0.89315 -0.49769 -2.72251
H -2.36909 -1.42372 -6.76364
H -1.23421 0.14282 -8.30317
H 0.71883 1.45010 -7.50939
H 1.52753 1.17272 -5.19701
C 5.22121 -1.84806 0.05944
C 4.25599 -2.66837 -0.50459
C 2.91417 -2.31232 -0.44012
C 2.46186 -1.13589 0.18134
C 3.47832 -0.34131 0.74767
C 4.82485 -0.67879 0.69190
H 6.26967 -2.11077 -0.00067
H 4.54923 -3.58249 -1.00749
H 2.19878 -2.98747 -0.90458
H 3.22499 0.60098 1.23036
H 5.56608 -0.02302 1.13426
O -2.95809 2.50360 -1.25319
C -1.80576 2.68696 -0.95359
N -0.87980 1.69501 -0.59884
C 0.30383 2.29266 -0.40890
O 1.31750 1.63211 -0.08356
C 0.22519 3.76000 -0.60750
C 1.15070 4.77074 -0.46374
C 0.69632 6.07536 -0.65061
C -0.63005 6.33454 -0.97515
C -1.55372 5.29953 -1.12462
C -1.09891 4.01493 -0.93086
H 2.18335 4.55143 -0.22395
H 1.38757 6.90036 -0.53677
H -0.94657 7.36028 -1.11099
H -2.58754 5.49187 -1.37983

Atoms 1-6, force components in eV/Å:
Lu -1.4 -1.1 1.6
C -0.2 -0.1 0.0
C 0.1 0.2 0.0
C -0.1 -0.2 0.1
C 0.0 0.0 0.0
C 0.1 0.0 0.0

# 3
DFT (ωB97M-V with the def2-TZVPD basis set) results for C39H33ClN5OPRu as an isolated structure in a non-equilibrium geometry.

## Properties
relative energy (zero: lowest compared OMol25 entry of this formula, charge and spin) = 3.53 kJ/mol
total charge = +1
2S+1 = 6
orbital gap (alpha / beta) = 6.636 / 5.417 eV

Positions of all 81 atoms, in Å:
Ru -0.73735 0.28663 -0.71916
Cl 0.57558 -6.62438 -2.60557
C -0.06420 -5.03651 -2.32852
C -1.31446 -4.88792 -1.71369
C -1.83636 -3.63781 -1.49118
C -1.13328 -2.47463 -1.85277
O -1.69686 -1.28336 -1.73693
C 0.14627 -2.64299 -2.42378
C 0.96676 -1.52322 -2.76166
N 0.82301 -0.32809 -2.30677
C 1.70292 0.71016 -2.71699
C 2.97104 0.53718 -3.20069
C 3.74767 1.64297 -3.60894
C 3.24761 2.90950 -3.52425
C 1.94962 3.12008 -3.00181
C 1.36945 4.40388 -2.86708
C 0.10826 4.52685 -2.36638
C -0.58551 3.36869 -1.96425
N -0.06785 2.16166 -2.05549
C 1.18490 2.01859 -2.58505
C 0.64521 -3.93205 -2.69427
H -1.87038 -5.77343 -1.42985
H -2.81524 -3.51946 -1.04246
H 1.76314 -1.72084 -3.47931
H 3.40217 -0.45537 -3.26677
H 4.74637 1.47420 -3.99317
H 3.83233 3.76453 -3.84516
H 1.94110 5.27602 -3.16542
H -0.36748 5.49069 -2.25262
H -1.58939 3.44349 -1.55610
H 1.61503 -4.04487 -3.16673
N -0.77804 -0.21566 2.62919
P 0.44049 -0.22701 1.45169
C 1.88322 0.39134 2.36550
C 2.11485 -0.02713 3.67652
C 3.25569 0.39975 4.33982
C 4.17668 1.21852 3.69408
C 3.95881 1.61443 2.38335
C 2.80922 1.20688 1.72039
C 0.91351 -1.97411 1.26336
C 2.00874 -2.24438 0.44012
C 2.47094 -3.54424 0.30562
C 1.83014 -4.57965 0.97886
C 0.73546 -4.31172 1.78980
C 0.27310 -3.00843 1.93426
C -2.10578 -0.42026 2.24914
C -3.15336 -0.24590 3.14332
C -4.42696 -0.54966 2.71517
C -4.62619 -1.02072 1.42085
C -3.53363 -1.13487 0.59539
N -2.28760 -0.82773 0.99433
H -0.62737 0.34263 3.45269
H 1.42725 -0.70544 4.17061
H 3.43216 0.08275 5.36006
H 5.07038 1.54137 4.21498
H 4.68068 2.24450 1.87828
H 2.63237 1.52770 0.69904
H 2.51280 -1.43129 -0.07809
H 3.33251 -3.75393 -0.31931
H 2.18178 -5.59966 0.86398
H 0.24154 -5.12036 2.31671
H -0.58185 -2.79940 2.56812
H -2.96345 0.11062 4.14756
H -5.26664 -0.42562 3.38846
H -5.61204 -1.27644 1.05760
H -3.62717 -1.46273 -0.42932
C -3.86714 1.26117 -1.36512
C -3.18931 2.10992 -0.31164
C -3.65709 3.21418 0.33007
C -2.59007 3.72987 1.13452
C -1.50562 2.92555 0.95098
C -0.11876 3.08110 1.51143
N -1.87344 1.91391 0.08296
H -4.12687 1.85108 -2.24704
H -4.79237 0.81088 -0.99983
H -3.22796 0.45054 -1.71076
H -4.65508 3.62685 0.22794
H -2.61265 4.60579 1.77139
H 0.14386 4.13549 1.59796
H 0.62020 2.61467 0.85778
H -0.00001 2.64466 2.51003

Atoms 1-6, force components in eV/Å:
Ru -1.0 0.2 -0.7
Cl 0.0 0.0 0.0
C -0.2 -0.2 0.1
C 0.0 -0.1 0.0
C -0.2 0.1 0.0
C -0.1 0.2 -0.1

# 4
DFT (ωB97M-V with the def2-TZVPD basis set) results for C39H33HfN11S2 as an isolated structure in a non-equilibrium geometry.

## Properties
total charge = +2
2S+1 = 1
orbital gap = 6.904 eV

Positions of all 86 atoms, in Å:
Hf 0.27217 0.43020 -0.59037
C 3.15545 1.89994 2.64698
C 3.30792 0.76043 3.43178
C 2.63434 -0.42247 3.09874
C 1.79310 -0.49334 1.97370
C 1.66376 0.67443 1.20656
C 2.32999 1.85678 1.52979
C 1.05157 -1.70291 1.56029
C 1.09724 -2.91912 2.23646
C 0.35542 -3.99682 1.75620
C -0.42341 -3.84797 0.60648
C -1.18874 -4.90610 0.08407
C -1.95348 -4.71933 -1.06530
C -1.95579 -3.47930 -1.69359
C -1.19257 -2.43172 -1.16863
C -0.42154 -2.59069 -0.02471
N 0.29524 -1.55248 0.44107
H 3.67777 2.81709 2.90515
H 3.95251 0.78813 4.30707
H 2.78713 -1.28286 3.74319
H 2.19614 2.73318 0.90327
H 1.69414 -3.05680 3.12949
H 0.39122 -4.94614 2.28421
H -1.19131 -5.87859 0.57064
H -2.54455 -5.53764 -1.46828
H -2.54798 -3.32017 -2.59090
H -1.19816 -1.46382 -1.66427
S 3.97876 6.90230 -2.12517
N 4.35744 5.34129 -2.52748
C 3.38428 4.56002 -2.02310
C 3.29089 3.13940 -2.12324
C 4.28079 2.39957 -2.80586
C 4.16590 1.02433 -2.88809
C 3.07150 0.44429 -2.28787
N 2.11342 1.13809 -1.62978
C 2.17556 2.49414 -1.51757
C 1.16070 3.24099 -0.81906
N 0.09330 2.62491 -0.23929
C -0.85581 3.33435 0.41519
C -0.83388 4.70369 0.55312
C 0.22751 5.38240 -0.01617
C 1.22663 4.65852 -0.70258
C 2.33339 5.33349 -1.29968
N 2.56676 6.65913 -1.29491
H 5.13081 2.89804 -3.26675
H 4.90591 0.42361 -3.40362
H 2.91965 -0.63143 -2.31462
H -1.66073 2.73936 0.83802
H -1.61913 5.22541 1.08740
H 0.28331 6.46535 0.06973
C -5.20473 -0.70384 3.68257
C -5.52938 0.51444 2.81739
C -6.09054 0.07560 1.46422
C -4.33394 1.47372 2.67433
N -3.17200 0.92685 2.02057
C -2.81617 1.00918 0.71261
N -1.65388 0.41748 0.56148
N -1.28918 -0.01798 1.81426
N -2.20850 0.30303 2.71518
H -6.11040 -1.28886 3.87582
H -4.79405 -0.39700 4.65009
H -4.48158 -1.36662 3.19653
H -6.32206 1.07476 3.33082
H -5.38518 -0.55899 0.91809
H -6.32587 0.94366 0.83965
H -7.01438 -0.49715 1.59959
H -4.01502 1.82801 3.66233
H -4.63624 2.36126 2.10485
H -3.40726 1.48399 -0.05514
N -0.46399 -0.01472 -3.93235
C 0.19438 -1.07118 -3.42755
N 0.60013 -1.12708 -2.18553
C 1.24833 -2.32870 -1.95267
C 1.81078 -2.74220 -0.72778
C 2.44090 -3.98778 -0.63613
C 2.51715 -4.82215 -1.74693
C 1.96778 -4.43550 -2.97358
C 1.33697 -3.18267 -3.05326
S 0.57561 -2.42953 -4.40027
H -0.40936 0.83570 -3.38348
H -0.43616 0.12938 -4.93372
H 1.74811 -2.08779 0.13599
H 2.87234 -4.30274 0.31114
H 3.00966 -5.78870 -1.66185
H 2.02711 -5.08751 -3.83960
H -0.98395 0.94842 -2.00543

Atoms 1-6, force components in eV/Å:
Hf -0.3 -1.9 -0.2
C 0.1 0.2 0.0
C -0.3 -0.4 -0.2
C 0.2 -0.1 0.2
C 0.8 0.7 0.6
C -0.6 0.5 -1.0

Total energy (computed, eV): -704851.701; -164286.872; -74864.287; -80333.305